Record 1
Density functional theory data (ωB97M-V/def2-TZVPD) for a structure of composition C30H29AsCl3FeN2OS in a non-equilibrium geometry.

```
68
Properties=species:S:1:pos:R:3:forces:R:3
Fe -1.271 -0.766 -0.208 -1.164 -1.555 0.936
C -4.538 -1.469 0.391 0.207 -0.360 0.108
C -3.737 -2.767 0.579 -0.193 0.293 -0.018
N -2.385 -2.508 1.073 0.578 0.008 -0.308
C -2.232 -2.376 2.518 -0.035 0.100 0.211
C -2.727 -1.050 3.088 0.206 0.223 -0.195
S -2.107 0.432 2.191 -0.153 -0.096 -0.083
C -3.646 1.205 1.559 0.348 -0.194 -0.028
C -3.960 0.917 0.089 -0.103 0.185 0.047
N -3.721 -0.470 -0.302 0.517 0.005 -0.427
H -4.838 -1.070 1.355 -0.055 0.012 -0.011
H -5.454 -1.701 -0.160 0.020 0.085 0.058
H -3.637 -3.250 -0.395 -0.011 -0.075 0.064
H -4.295 -3.439 1.248 0.083 0.018 -0.147
H -1.779 -3.264 0.767 0.027 0.057 -0.059
H -1.165 -2.460 2.735 -0.040 -0.103 0.001
H -2.761 -3.179 3.056 0.164 0.078 -0.072
H -2.371 -0.949 4.114 -0.098 -0.044 -0.054
H -3.811 -0.994 3.099 -0.065 0.038 0.096
H -3.501 2.278 1.684 -0.106 -0.042 0.029
H -4.452 0.897 2.220 -0.032 0.058 0.066
H -3.304 1.534 -0.530 -0.108 0.062 -0.047
H -5.000 1.223 -0.098 0.148 0.041 -0.009
H -3.884 -0.554 -1.302 0.003 0.048 0.101
Cl 1.889 -2.724 -6.288 0.133 0.007 -0.388
C 1.301 -2.622 -4.679 -0.319 0.156 0.498
C 0.330 -1.680 -4.360 0.186 -0.138 -0.223
C -0.122 -1.623 -3.060 0.924 -1.095 0.297
Cl -1.345 -0.502 -2.584 -0.616 0.605 -0.668
C 0.346 -2.467 -2.022 0.278 0.113 -1.270
O -0.106 -2.384 -0.822 -0.932 0.639 1.434
C 1.335 -3.406 -2.414 -0.419 0.524 -0.043
Cl 1.961 -4.448 -1.205 0.137 -0.229 0.241
C 1.800 -3.486 -3.710 -0.167 0.200 -0.064
H -0.061 -1.017 -5.117 -0.007 0.051 -0.059
H 2.544 -4.222 -3.967 0.101 -0.050 -0.035
C 3.774 0.773 -3.505 0.041 -0.012 -0.036
C 4.167 0.193 -2.312 0.036 -0.001 -0.013
C 3.294 0.147 -1.237 -0.218 -0.032 0.325
C 2.021 0.691 -1.353 -0.231 -0.213 -0.079
C 1.632 1.275 -2.556 -0.200 0.061 0.244
C 2.506 1.319 -3.627 -0.001 0.043 -0.027
As 0.715 0.646 0.111 1.714 1.286 0.181
C 1.869 0.448 1.657 -0.158 -0.054 0.191
C 2.361 -0.734 2.180 -0.159 -0.226 -0.224
C 3.174 -0.702 3.303 0.020 -0.013 0.014
C 3.489 0.513 3.893 0.001 0.000 -0.029
C 2.993 1.700 3.378 -0.081 -0.078 -0.136
C 2.167 1.682 2.261 0.063 -0.483 -0.043
C 1.536 2.845 1.637 -0.327 0.138 -0.422
C 1.666 4.166 2.046 0.024 -0.126 -0.024
C 0.976 5.169 1.389 -0.050 0.046 -0.056
C 0.148 4.871 0.317 0.011 0.019 0.003
C 0.019 3.559 -0.111 -0.156 -0.186 -0.213
C 0.715 2.553 0.534 -0.192 -0.091 0.246
H 4.458 0.808 -4.340 0.040 -0.004 -0.054
H 5.159 -0.219 -2.208 0.069 -0.051 -0.011
H 3.608 -0.299 -0.301 0.038 -0.029 -0.037
H 0.643 1.713 -2.647 0.037 -0.003 -0.077
H 2.200 1.785 -4.551 -0.023 0.023 -0.078
H 2.111 -1.680 1.708 0.049 0.020 0.041
H 3.562 -1.621 3.717 0.024 -0.052 0.007
H 4.124 0.535 4.765 0.068 0.008 0.085
H 3.251 2.634 3.848 0.021 0.154 0.096
H 2.308 4.416 2.876 0.071 0.032 0.136
H 1.079 6.192 1.716 0.020 0.082 0.033
H -0.394 5.660 -0.183 -0.031 0.058 -0.048
H -0.627 3.324 -0.953 0.040 0.064 0.028
```
Positions in Å, forces in eV/Å.

Properties
multiplicity: 5
max |F|: 2.16 eV/Å
highest occupied orbital energy (alpha / beta): -10.083 / -10.126 eV
HOMO-LUMO gap (alpha / beta): 7.885 / 7.095 eV
net charge: +1

=====

Record 2
Density functional theory data (ωB97M-V/def2-TZVPD) for a structure of composition C40H110FLiN10O10 in a non-equilibrium geometry.

```
172
Properties=species:S:1:pos:R:3:forces:R:3
Li 1.555 0.878 1.225 -0.954 -0.602 -0.739
F -0.084 1.074 0.106 0.804 0.277 0.239
C -0.507 -2.297 6.215 0.809 -1.607 1.714
C 0.384 -2.772 5.036 0.128 1.407 0.831
C 0.452 -4.307 4.615 -0.744 1.127 0.865
O 1.009 -4.989 5.718 0.572 -1.551 -0.317
C 0.933 -6.419 5.495 -1.359 0.241 0.566
N -0.083 -1.845 4.010 -0.817 -0.927 -1.927
H -0.513 -1.218 6.371 -0.228 0.197 -1.022
H -0.103 -2.523 7.202 -0.019 -1.009 0.155
H -1.511 -2.715 6.146 -0.122 0.248 -0.008
H 1.399 -2.463 5.288 0.240 -0.351 0.001
H 1.005 -4.560 3.711 0.500 0.780 -0.214
H -0.526 -4.739 4.403 -0.621 0.323 0.173
H -0.120 -6.692 5.422 -0.467 0.126 -0.031
H 1.253 -7.005 6.356 0.602 0.567 0.029
H 1.332 -6.843 4.573 0.776 0.641 -0.136
H -0.200 -0.886 4.305 1.051 0.292 0.569
H -1.077 -2.027 4.004 -0.622 -0.511 -0.998
C 3.326 -1.122 3.116 1.246 0.901 1.950
C 2.924 -1.650 1.854 1.335 0.635 -3.480
C 3.430 -3.081 1.684 -2.163 -0.525 -0.138
O 4.813 -3.201 1.736 -0.085 -0.079 1.376
C 5.305 -4.469 1.298 0.744 1.379 -0.355
N 1.562 -1.223 1.633 -0.403 -1.203 -0.709
H 2.709 -1.676 3.823 0.327 0.312 0.723
H 3.115 -0.053 3.147 -0.122 0.044 0.358
H 4.396 -1.258 3.272 -0.086 -0.134 0.409
H 3.421 -1.161 1.017 0.778 0.488 -0.010
H 3.101 -3.512 0.738 -0.400 0.063 -0.322
H 2.866 -3.579 2.472 0.382 -1.051 0.455
H 6.365 -4.379 1.535 0.126 -0.215 -0.543
H 5.097 -4.437 0.228 0.305 -0.794 -0.179
H 4.995 -5.406 1.759 -0.841 0.316 0.334
H 0.945 -1.459 2.397 -0.017 -0.061 0.880
H 1.183 -1.820 0.912 -0.341 0.326 -0.971
C -2.318 2.410 4.480 0.372 1.550 1.993
C -2.709 0.974 4.545 -1.989 -0.860 -0.372
C -4.187 0.704 5.125 1.531 0.083 0.129
O -4.391 -0.698 5.286 0.124 0.128 1.090
C -4.939 -1.018 6.585 0.107 -0.176 -1.291
N -2.633 0.572 3.204 0.622 -0.814 -2.349
H -3.141 3.089 4.260 -0.134 -0.285 0.060
H -1.505 2.685 3.808 -0.201 -0.607 -0.240
H -1.906 2.706 5.445 -0.206 0.302 0.326
H -1.973 0.357 5.063 -0.229 0.103 0.954
H -5.001 1.032 4.478 0.401 0.501 -0.493
H -4.281 1.266 6.054 -0.079 -0.212 0.430
H -4.173 -0.999 7.360 0.004 0.266 0.103
H -5.331 -2.033 6.516 0.026 0.022 -0.001
H -5.768 -0.339 6.783 0.023 0.010 0.354
H -3.085 -0.271 2.881 -0.144 -0.024 0.342
H -2.804 1.343 2.574 -0.354 -0.417 -0.437
C 2.312 3.857 -2.322 2.043 -0.241 -1.319
C 1.240 3.136 -3.108 0.034 1.166 0.100
C 1.731 1.781 -3.736 -0.287 0.449 1.797
O 3.052 1.822 -4.231 -0.403 1.238 -0.003
C 3.720 0.612 -4.423 0.391 0.333 -0.494
N 0.140 2.936 -2.163 -1.041 -0.965 -0.049
H 3.128 4.074 -3.011 0.482 -0.266 -0.048
H 2.695 3.157 -1.581 0.021 0.221 0.288
H 2.167 4.856 -1.910 -1.103 -0.248 0.244
H 0.897 3.766 -3.929 -0.124 0.263 -0.014
H 1.028 1.374 -4.463 -0.113 0.065 -0.079
H 1.645 1.237 -2.796 0.461 -1.292 -0.118
H 4.654 0.841 -4.936 0.216 0.286 0.268
H 3.228 -0.021 -5.162 -0.533 -0.485 0.405
H 3.960 0.149 -3.466 -0.198 -0.411 -0.097
H 0.224 2.102 -1.599 -0.062 -1.441 -0.425
H 0.185 3.501 -1.327 0.337 1.298 -0.425
C -1.803 4.398 -5.619 -1.284 0.435 1.391
C -2.623 4.751 -4.333 -0.078 -0.036 -0.312
C -3.497 3.644 -3.849 -1.143 -2.362 -0.793
O -4.472 3.173 -4.858 0.875 0.484 1.263
C -5.426 2.335 -4.245 -0.686 0.020 -0.848
N -1.698 5.109 -3.271 0.258 0.678 -0.908
H -1.406 5.352 -5.966 0.199 -0.333 -0.340
H -2.502 3.932 -6.314 0.247 0.164 -0.314
H -1.018 3.690 -5.355 0.118 0.061 -0.098
H -3.353 5.532 -4.546 0.429 0.634 -0.206
H -4.057 3.872 -2.943 -0.005 0.536 0.116
H -2.933 2.739 -3.624 0.521 0.038 0.290
H -5.938 1.861 -5.082 -0.243 -0.086 0.139
H -6.155 2.886 -3.652 -0.115 0.361 0.002
H -5.088 1.537 -3.582 0.832 -0.043 -0.030
H -1.095 4.310 -3.140 0.052 -0.070 0.776
H -2.106 5.458 -2.415 -0.162 -0.327 0.019
C 1.141 4.134 3.488 0.760 1.388 1.406
C 1.509 3.133 2.468 0.955 0.403 -1.151
C 3.040 2.928 2.228 0.361 0.622 0.422
O 3.310 2.257 0.987 -0.884 0.131 0.522
C 4.534 2.458 0.298 0.578 -1.131 -0.653
N 0.839 1.921 2.807 -0.435 -1.830 -0.699
H 1.703 3.915 4.396 0.183 0.005 0.285
H 0.103 4.036 3.807 -0.064 0.194 -0.423
H 1.374 5.171 3.245 -0.124 0.054 -0.159
H 1.137 3.445 1.492 -0.258 -0.072 -0.193
H 3.451 2.410 3.095 0.083 -0.711 0.006
H 3.609 3.857 2.255 -0.380 0.490 -0.271
H 5.376 1.906 0.717 -0.023 0.089 0.728
H 4.887 3.459 0.049 -0.674 0.477 0.593
H 4.426 1.963 -0.667 -0.393 0.069 -0.082
H 0.804 1.646 3.778 0.571 0.327 0.274
H -0.131 2.015 2.542 -0.065 -0.482 -0.346
C 6.361 -5.036 -4.716 0.334 -1.483 -2.675
C 6.107 -4.105 -3.637 -0.187 -0.119 0.844
C 4.698 -3.478 -3.786 1.561 -0.834 0.475
O 4.391 -2.821 -2.604 0.705 0.907 0.218
C 3.103 -2.321 -2.629 -1.331 0.229 -0.064
N 6.285 -4.914 -2.420 0.039 1.280 0.309
H 5.562 -5.774 -4.779 -0.110 -0.151 -0.194
H 7.293 -5.595 -4.636 0.032 0.097 0.514
H 6.466 -4.548 -5.686 -0.407 0.124 -0.197
H 6.908 -3.373 -3.734 -0.199 0.494 0.717
H 3.979 -4.292 -3.878 -0.211 -0.239 -0.603
H 4.709 -2.815 -4.652 -0.350 0.133 -0.191
H 2.386 -3.132 -2.754 -0.301 -0.366 0.787
H 2.820 -1.718 -3.491 0.700 0.410 -0.281
H 2.950 -1.704 -1.744 -0.235 -0.342 0.096
H 6.041 -4.302 -1.654 0.022 -0.088 0.441
H 5.600 -5.656 -2.407 -0.186 -0.212 -0.105
C -3.437 -2.595 -4.119 -1.340 -0.466 -0.826
C -2.480 -2.368 -5.279 2.127 -0.886 0.406
C -1.309 -1.499 -4.881 -0.723 2.617 0.758
O -1.231 -0.166 -5.472 0.159 0.147 -0.427
C -2.445 0.616 -5.436 0.006 -1.698 -0.358
N -1.822 -3.713 -5.549 -1.844 0.901 -0.353
H -4.009 -1.712 -3.834 0.375 0.196 0.212
H -3.042 -3.143 -3.264 0.689 0.575 0.014
H -4.209 -3.294 -4.442 -0.285 -0.092 -0.321
H -2.903 -1.951 -6.192 -0.541 -0.124 0.114
H -0.348 -1.985 -5.049 -0.114 0.243 0.011
H -1.502 -1.291 -3.828 0.758 -0.199 0.517
H -2.381 1.640 -5.803 0.877 -0.137 0.325
H -2.887 0.573 -4.440 -0.046 0.222 0.152
H -3.119 0.134 -6.144 -0.538 0.045 0.113
H -1.249 -3.591 -6.371 0.461 0.092 -0.185
H -2.658 -4.118 -5.945 0.043 -1.456 -0.110
C -2.815 -1.436 0.172 -0.289 -0.631 1.242
C -1.406 -1.932 0.702 -1.265 -0.483 -2.317
C -1.468 -3.510 0.906 0.218 1.967 -0.541
O -2.359 -3.790 1.924 -0.444 -0.605 1.353
C -2.574 -5.178 2.163 -0.850 1.016 0.279
N -0.474 -1.654 -0.401 0.390 -0.438 -0.371
H -3.601 -1.592 0.911 -0.101 -0.082 0.216
H -3.122 -2.047 -0.677 0.254 -0.366 -0.102
H -2.962 -0.417 -0.186 0.891 0.285 0.329
H -0.994 -1.399 1.559 -0.625 -0.196 0.244
H -0.453 -3.869 1.076 0.250 -0.161 0.280
H -1.847 -3.992 0.005 0.168 0.115 -0.555
H -2.879 -5.674 1.242 0.542 -0.333 -0.156
H -3.450 -5.240 2.810 -0.028 0.109 0.121
H -1.760 -5.635 2.726 0.336 -0.229 -0.485
H -0.288 -0.662 -0.385 0.501 0.765 0.624
H -0.982 -1.672 -1.273 -0.212 -0.775 -0.312
C -3.723 4.343 1.805 -1.078 -0.467 -0.085
C -2.770 3.955 0.655 0.776 0.465 1.612
C -1.617 4.973 0.703 -0.773 0.819 -1.257
O -2.166 6.293 0.551 0.733 0.214 -0.345
C -1.128 7.232 0.136 -1.806 -0.784 0.413
N -2.309 2.610 0.986 -0.236 -0.101 0.201
H -4.524 3.610 1.902 0.000 -0.331 -0.220
H -4.260 5.291 1.795 0.559 0.260 -0.456
H -3.197 4.266 2.757 0.280 0.289 -0.198
H -3.184 3.956 -0.353 -0.302 0.078 0.173
H -0.964 4.783 -0.148 0.347 -0.136 -0.058
H -1.032 4.967 1.623 0.017 -0.439 0.332
H -0.253 6.978 0.734 0.395 0.504 -0.394
H -1.529 8.227 0.328 0.255 -0.011 0.393
H -1.030 7.183 -0.949 0.664 -0.330 -0.025
H -1.728 2.089 0.345 0.266 0.088 -0.764
H -1.735 2.632 1.816 -0.085 0.318 0.131
```
Positions in Å, forces in eV/Å.

Properties
max |F|: 3.78 eV/Å
highest occupied orbital energy: -8.360 eV
HOMO-LUMO gap: 8.507 eV

=====

Record 3
Density functional theory data (ωB97M-V/def2-TZVPD) for the molecule C8H9N3O in a non-equilibrium geometry.

```
21
Properties=species:S:1:pos:R:3:forces:R:3
C 3.312 0.190 -0.457 -0.265 -0.019 0.230
O 1.919 0.487 -0.454 -0.232 0.136 0.090
C 1.080 -0.470 0.118 0.200 -0.111 -0.256
C -0.379 -0.057 -0.161 0.601 -0.164 -2.436
C -1.280 -1.080 -0.474 0.021 0.035 1.594
C -2.651 -0.808 -0.537 -0.028 0.459 -0.075
C -3.082 0.534 -0.513 0.192 -0.237 -0.197
C -2.142 1.576 -0.541 0.334 -0.239 -0.059
C -0.763 1.265 -0.478 -0.483 0.419 1.513
H 3.782 1.173 -0.523 0.273 -0.392 0.043
H 3.592 -0.348 0.450 0.111 0.331 0.197
H 3.612 -0.454 -1.292 -0.252 0.205 -0.197
H 1.456 -1.460 -0.328 -1.286 0.815 0.853
H -0.832 -2.078 -0.464 -0.697 0.041 -0.034
H -3.387 -1.619 -0.549 0.347 0.318 -0.231
H -4.155 0.762 -0.533 0.504 -0.119 0.067
H -2.476 2.638 -0.564 0.343 -0.987 -0.189
H -0.041 2.096 -0.502 -0.251 -0.638 0.137
N 1.367 -0.456 1.593 0.760 0.064 0.460
N 0.760 -0.813 2.587 -1.546 -0.661 1.792
N 0.308 -1.078 3.621 1.356 0.745 -3.302
```
Positions in Å, forces in eV/Å.

Properties
max |F|: 3.65 eV/Å
highest occupied orbital energy: -9.372 eV
HOMO-LUMO gap: 10.151 eV

=====

Record 4
Density functional theory data (ωB97M-V/def2-TZVPD) for the molecule C5H8O2.

```
15
Properties=species:S:1:pos:R:3:forces:R:3
C -1.188 -0.407 2.159 0.125 0.126 -0.429
C -0.817 -0.134 1.046 -0.143 -0.132 0.498
C -0.244 0.134 -0.300 0.070 0.177 0.150
C -0.278 1.616 -0.644 0.025 0.071 0.002
O -0.987 -0.529 -1.300 -0.009 -0.227 0.000
C 1.198 -0.413 -0.279 0.086 0.230 -0.059
O 1.185 -1.827 -0.348 -0.064 -0.119 0.260
H -1.535 -0.624 3.146 0.032 0.033 -0.184
H 0.094 1.741 -1.665 -0.026 -0.009 0.168
H 0.337 2.204 0.045 -0.090 -0.101 -0.060
H -1.307 1.982 -0.604 0.146 -0.045 0.023
H -0.764 -1.469 -1.215 -0.028 0.104 -0.149
H 1.715 -0.057 0.623 -0.077 -0.035 -0.187
H 1.743 -0.061 -1.160 -0.146 -0.064 0.034
H 0.847 -2.156 0.496 0.099 -0.008 -0.065
```
Positions in Å, forces in eV/Å.

Properties
structure (SMILES): C#C[C@](C)(O)CO
max |F|: 0.53 eV/Å
highest occupied orbital energy: -10.288 eV
HOMO-LUMO gap: 11.110 eV

=====

- Look up the max |F| of the fourth one.
  0.53 eV/Å